No. 1
59
Properties=species:S:1:pos:R:3:lowdin_spin:R:1 method="wB97M-V/def2-TZVPD" e_homo_ev="-14.1 / -14.1" s_squared=8.76 multiplicity=6 relative_energy_kcal_mol=0.0 charge=+2
Ru -0.04722 0.03911 0.13468 4.017
C -1.49519 -1.86361 2.26240 0.004
C -1.93869 -0.53762 2.84131 0.005
O -1.47849 0.47411 1.93243 0.068
C -2.06740 1.78192 2.09847 0.004
C -2.64461 2.19056 0.76223 0.004
O -1.66701 2.00644 -0.25808 0.072
C -0.99239 3.16778 -0.74203 0.004
C 0.15879 3.53029 0.17156 0.006
O 0.77110 2.29870 0.58158 0.079
C 2.03054 2.45606 1.24709 0.004
C 1.98841 1.58557 2.46886 0.003
O 1.59278 0.27805 2.04479 0.052
C 1.37779 -0.57039 3.17519 0.003
C 0.92180 -1.91354 2.66913 0.003
O -0.16704 -1.77723 1.74851 0.055
H -2.11334 -2.12515 1.40101 0.000
H -1.57155 -2.66371 3.00173 0.001
H -1.52413 -0.34442 3.83317 0.001
H -3.02891 -0.51091 2.91131 0.001
H -1.28047 2.45582 2.43910 0.000
H -2.84760 1.74116 2.85909 0.001
H -2.99630 3.22468 0.78818 0.002
H -3.48776 1.54664 0.50401 0.000
H -1.69170 3.99950 -0.84683 0.001
H -0.62247 2.89934 -1.72971 0.001
H -0.16497 4.06652 1.06952 0.001
H 0.88056 4.15096 -0.36482 0.001
H 2.17932 3.49783 1.53647 0.001
H 2.82817 2.16569 0.56356 0.000
H 1.25690 1.96272 3.19205 0.000
H 2.96907 1.53848 2.95049 0.002
H 0.64204 -0.10050 3.83381 0.000
H 2.31138 -0.68580 3.73508 0.001
H 0.63407 -2.56364 3.49839 0.001
H 1.72040 -2.39829 2.10935 0.000
Se 3.63798 -1.71129 -0.76238 0.010
N 3.29630 -3.17548 -1.66795 0.013
C 1.98584 -3.35195 -1.68497 0.002
C 1.26547 -4.39049 -2.35129 -0.002
C -0.08774 -4.33932 -2.28157 0.004
C -0.74604 -3.28363 -1.56998 0.007
N -0.12812 -2.33451 -0.92219 0.078
C 1.23319 -2.36862 -0.97981 0.009
N 1.91401 -1.39666 -0.39840 0.082
H 1.79401 -5.16511 -2.88844 0.000
H -0.69973 -5.08648 -2.76588 0.001
H -1.82924 -3.25452 -1.56012 0.001
Cl -2.51972 -0.49692 -1.60613 0.062
C -1.19358 0.01333 -2.62949 0.044
C -0.02033 0.41174 -2.01191 0.197
C 1.01132 0.85701 -2.81968 0.044
Cl 2.45327 1.50107 -2.09084 0.016
C 0.90115 0.86252 -4.21150 0.003
Cl 2.19710 1.40680 -5.18535 0.003
C -0.28602 0.42081 -4.80617 0.014
Cl -0.43873 0.40821 -6.50502 0.006
C -1.35506 -0.00058 -4.00901 0.002
Cl -2.82120 -0.52905 -4.71503 0.005

No. 2
23
Properties=species:S:1:pos:R:3:lowdin_charge:R:1 method="wB97M-V/def2-TZVPD" e_homo_ev=-8.9 smiles=CSCCCN.O.O relative_energy_kcal_mol=40.4
C 0.04049 -0.66856 2.60126 -0.401
S 0.53859 -1.27644 0.90798 0.791
C -1.02902 -1.46124 -0.17069 -0.429
C -0.71215 -1.26122 -1.62258 -0.298
C -0.50973 0.15288 -2.19745 -0.250
N -1.55925 1.17278 -1.91243 0.049
H -0.61951 -1.46541 3.05182 0.044
H -0.58350 0.26150 2.65946 0.027
H 1.03184 -0.42661 2.98235 0.014
H -1.80547 -0.71189 0.14303 0.094
H -1.32820 -2.41256 0.09078 0.026
H -1.54459 -1.80691 -2.17367 0.131
H 0.10507 -1.82895 -1.90345 0.070
H 0.55492 0.46794 -1.99048 0.107
H -0.24602 0.02788 -3.27814 0.112
H -2.40739 0.88792 -2.09033 -0.015
H -1.53569 1.51505 -0.96542 0.047
O 2.72802 1.22478 -0.36681 -0.028
H 2.94960 1.74443 0.32240 -0.039
H 2.02440 0.65100 -0.03421 -0.048
O -0.33258 2.49436 1.22674 -0.001
H 0.37900 1.99406 1.53072 -0.022
H -0.57821 2.99183 1.97173 0.019

No. 3
88
Properties=species:S:1:pos:R:3:lowdin_charge:R:1 method="wB97M-V/def2-TZVPD" e_homo_ev=-12.8 charge=+2
Be 1.12533 1.25126 -1.40101 0.011
O -0.17133 -0.71011 0.71815 -0.419
S 1.08804 -0.08825 0.29451 0.917
C 1.94693 0.70981 1.64737 -0.352
C 3.29883 0.46441 1.87782 -0.073
C 3.93348 1.09457 2.93858 -0.041
C 3.21333 1.93936 3.76965 -0.028
C 1.87277 2.18983 3.51374 -0.063
C 1.21454 1.61062 2.43234 -0.327
P -0.55186 2.01599 2.04431 1.121
C -0.54657 3.83258 2.00385 -0.371
C 0.53931 4.58572 1.80461 -0.060
C 0.48393 5.97337 1.24427 -0.151
C -0.91827 6.32512 0.68705 -0.168
C -2.07823 5.61463 1.30670 -0.034
C -1.89907 4.43393 1.89394 -0.081
C -1.38276 1.59184 3.59869 -0.380
C -1.93718 0.31709 3.70206 -0.090
C -2.57132 -0.06885 4.87316 -0.064
C -2.67044 0.81964 5.93484 -0.061
C -2.13218 2.09544 5.83150 -0.062
C -1.48579 2.48109 4.66740 -0.098
C 2.17981 -1.39078 -0.23166 -0.359
C 2.47113 -2.41105 0.66881 -0.047
C 3.17261 -3.51693 0.22327 -0.017
C 3.55266 -3.61509 -1.11287 -0.020
C 3.22587 -2.61289 -2.01052 -0.053
C 2.53634 -1.48037 -1.57840 -0.328
P 1.97115 -0.21169 -2.74664 1.118
C 1.05052 -1.06299 -4.03162 -0.352
C -0.22149 -1.53908 -3.71011 -0.088
C -0.94696 -2.25499 -4.64626 -0.053
C -0.40813 -2.48871 -5.90578 -0.044
C 0.85557 -2.01510 -6.22788 -0.048
C 1.59252 -1.30392 -5.29209 -0.073
C 3.42910 0.55646 -3.48878 -0.384
C 4.72502 0.30379 -3.04696 -0.072
C 5.79338 0.99892 -3.60242 -0.050
C 5.57119 1.94501 -4.59041 -0.048
C 4.27757 2.20814 -5.02904 -0.052
C 3.20828 1.52164 -4.47827 -0.111
H 3.85577 -0.22183 1.25595 0.109
H 4.98042 0.90123 3.12813 0.121
H 3.69614 2.40591 4.61771 0.123
H 1.32137 2.85749 4.16366 0.116
H 1.52641 4.16398 1.95317 0.104
H 0.95216 6.70687 1.90189 0.152
H -1.07582 7.40230 0.68448 0.154
H -3.05940 6.07153 1.26958 0.121
H -2.73153 3.90035 2.33764 0.113
H -1.86582 -0.37104 2.86820 0.095
H -2.99605 -1.06020 4.95475 0.112
H -3.17459 0.52022 6.84368 0.113
H -2.21821 2.78922 6.65675 0.112
H -1.07312 3.48087 4.58937 0.104
H 2.13741 -2.34550 1.69651 0.135
H 3.40915 -4.31644 0.91178 0.126
H 4.08512 -4.49091 -1.45766 0.125
H 3.48685 -2.71812 -3.05690 0.126
H -0.63776 -1.37316 -2.72099 0.103
H -1.93016 -2.63024 -4.39757 0.117
H -0.97646 -3.04527 -6.63844 0.119
H 1.27029 -2.20039 -7.20919 0.118
H 2.57877 -0.93877 -5.54812 0.108
H 4.91004 -0.43347 -2.27680 0.104
H 6.79998 0.79258 -3.26516 0.118
H 6.40644 2.47647 -5.02569 0.119
H 4.10524 2.94286 -5.80356 0.118
H 2.20254 1.72036 -4.83455 0.119
N 2.30811 2.51362 -1.16200 0.112
C 1.51444 3.73460 -0.99892 -0.175
C 1.97628 4.90725 -0.58863 0.058
C 1.02247 6.00087 -0.23864 -0.155
C -0.44109 5.88926 -0.74775 -0.111
C -0.85068 4.50613 -1.16517 -0.090
C -2.16225 4.15763 -1.45444 0.047
C -2.49112 2.84584 -1.77954 0.006
C -1.49664 1.89563 -1.81110 -0.053
N -0.21951 2.22428 -1.56314 0.040
C 0.09221 3.49549 -1.25214 -0.133
H 2.93684 2.57517 -1.96577 0.121
H 2.89382 2.37391 -0.33859 0.131
H 3.03507 5.04799 -0.39744 0.143
H 1.44695 6.97613 -0.46802 0.156
H -0.71200 6.59482 -1.53381 0.159
H -2.93772 4.91248 -1.41950 0.141
H -3.51116 2.56218 -1.99159 0.127
H -1.70038 0.85633 -2.02686 0.124

No. 4
8
Properties=species:S:1:pos:R:3:lowdin_charge:R:1 method="wB97M-V/def2-TZVPD" e_homo_ev=-9.0 relative_energy_kcal_mol=41.8
O -2.75307 0.06518 0.86706 0.083
C -1.68238 -0.08089 1.20878 0.063
C 0.42855 0.58495 -1.18924 -0.162
O -0.09550 1.40057 -1.84462 0.169
C 0.98854 -0.35102 -0.43853 -0.228
O 1.32502 -0.08716 0.87680 -0.057
H 0.52693 -0.23152 1.40940 0.018
H 1.26191 -1.30011 -0.88964 0.115

No. 5
22
Properties=species:S:1:pos:R:3:lowdin_charge:R:1 method="wB97M-V/def2-TZVPD" e_homo_ev=-9.2 relative_energy_kcal_mol=118.8
N 0.27379 -0.81746 1.12755 0.106
C -0.40655 -1.27976 -0.01258 -0.441
C -1.96098 -0.87694 -0.09472 -0.570
S -2.31144 0.63389 -0.95017 0.708
C 0.29814 -0.75299 -1.26868 -0.307
N 1.70670 -1.09847 -1.21488 0.053
H 0.02538 -1.41200 1.91776 0.082
H -1.64925 0.96712 2.54894 0.032
H -1.73387 0.47744 3.10691 0.049
H -0.40217 -2.37077 -0.07250 0.148
H -2.36813 -0.88419 0.90951 0.042
H -2.45734 -1.67689 -0.65621 0.071
H -0.13290 -1.15871 -2.19282 0.122
H 0.14009 0.33446 -1.29182 0.060
H 2.28356 -0.42841 -1.71136 0.076
H 1.97072 -1.10308 -0.23330 0.062
H -0.50602 1.82628 0.45008 -0.025
H 0.36346 0.72939 1.03549 0.005
O 0.39269 1.76468 0.82154 -0.159
H 2.62893 3.01570 -0.95873 0.031
H 1.58089 1.99308 -0.27412 -0.027
O 2.26430 2.11764 -0.98589 -0.117

Quick rundown of strongest force on any atom, same order as above: 0.4 6.8 0.1 1.4 3.5 eV/A